{"formula": "C21H29N5OS", "method": "the ωB97M-V functional and the def2-TZVPD basis", "orbital_gap_ev": 8.52, "de_lowest_kcal_mol": 35.6, "smiles": "CCCc1[nH]n(-c2nc3ccccc3s2)c(=O)c1/C=N/CCCN(CC)CC", "homo_energy_ev": -8.050, "elements": ["C", "C", "C", "C", "N", "N", "C", "N", "C", "C", "C", "C", "C", "C", "S", "C", "O", "C", "C", "N", "C", "C", "C", "N", "C", "C", "C", "C", "H", "H", "H", "H", "H", "H", "H", "H", "H", "H", "H", "H", "H", "H", "H", "H", "H", "H", "H", "H", "H", "H", "H", "H", "H", "H", "H", "H", "H"], "positions_angstrom": [[1.24509, -3.98928, -0.78794], [-0.05035, -3.21765, -0.57538], [0.11254, -2.06305, 0.42429], [1.08818, -1.06315, -0.06850], [2.36484, -1.03526, 0.36266], [3.03006, -0.02356, -0.27375], [4.33872, 0.27657, -0.08211], [5.10648, -0.36686, 0.72622], [6.36918, 0.16102, 0.70228], [7.45087, -0.29086, 1.45131], [8.66542, 0.34762, 1.31516], [8.81740, 1.42600, 0.44698], [7.75431, 1.88834, -0.30487], [6.53118, 1.25445, -0.17565], [5.02383, 1.61214, -0.98926], [2.15726, 0.64247, -1.15243], [2.52777, 1.58304, -1.82823], [0.90671, -0.05870, -1.00149], [-0.29484, 0.28742, -1.70953], [-1.33798, -0.42569, -1.64723], [-2.51905, -0.03431, -2.35215], [-3.71410, -0.03155, -1.39684], [-3.57061, 1.06816, -0.33109], [-4.63406, 1.14680, 0.64503], [-4.80533, -0.03992, 1.45832], [-5.29870, 0.32498, 2.85686], [-5.86611, 1.73404, 0.14479], [-5.90533, 3.23305, 0.43669], [1.62029, -4.38314, 0.15514], [2.00977, -3.35275, -1.22724], [1.07700, -4.82632, -1.46081], [-0.81929, -3.89244, -0.19680], [-0.40043, -2.79872, -1.51829], [0.43374, -2.45014, 1.39350], [-0.85347, -1.56663, 0.52238], [2.84657, -1.61199, 1.03347], [7.32136, -1.12647, 2.12047], [9.51327, 0.00776, 1.89089], [9.77942, 1.90789, 0.35982], [7.86751, 2.72300, -0.97869], [-0.22704, 1.20711, -2.30631], [-2.69519, -0.78618, -3.13046], [-2.41441, 0.95082, -2.83772], [-3.77039, -1.00649, -0.91087], [-4.62832, 0.12021, -1.97350], [-2.63144, 0.90656, 0.20823], [-3.50375, 2.04061, -0.82613], [-5.50150, -0.76582, 1.00334], [-3.83023, -0.52457, 1.54940], [-6.28516, 0.77893, 2.81756], [-4.61348, 1.03378, 3.31332], [-5.35354, -0.56580, 3.47817], [-6.71792, 1.25453, 0.63262], [-5.97920, 1.57449, -0.93658], [-5.07607, 3.73695, -0.05245], [-6.83660, 3.66429, 0.07702], [-5.82482, 3.40430, 1.50639]], "forces_ev_per_angstrom": [[-0.24, 0.04, -0.04], [0.22, -0.02, 0.05], [-0.12, -0.21, -0.09], [0.18, 0.38, -0.11], [-0.06, -0.13, 0.13], [-0.52, 0.02, -0.18], [0.74, 0.37, -0.07], [-0.92, -0.52, 0.13], [0.54, 0.64, -0.36], [-0.09, 0.01, -0.04], [0.04, -0.05, 0.06], [0.06, 0.10, -0.07], [0.03, 0.07, -0.04], [-0.24, -0.38, 0.25], [0.37, -0.18, 0.27], [-0.12, -0.33, 0.21], [-0.17, 0.24, -0.25], [0.37, -0.21, 0.27], [-0.19, 0.19, -0.25], [0.28, -0.21, 0.25], [-0.46, 0.05, -0.21], [0.15, 0.36, 0.00], [0.03, -0.27, -0.16], [-0.03, -0.07, 0.06], [-0.10, 0.11, 0.23], [0.12, -0.19, -0.25], [0.06, 0.34, 0.12], [-0.14, -0.29, -0.12], [0.10, -0.08, 0.09], [0.13, 0.02, -0.05], [0.07, -0.09, -0.06], [-0.08, 0.04, -0.02], [-0.09, -0.04, 0.02], [-0.01, 0.01, 0.06], [0.08, 0.03, 0.12], [0.04, 0.07, -0.04], [-0.01, -0.10, 0.08], [0.07, -0.03, 0.05], [0.08, 0.04, -0.01], [0.08, 0.11, -0.07], [-0.13, -0.02, -0.01], [-0.03, 0.14, -0.02], [-0.01, -0.08, 0.00], [-0.05, -0.07, -0.02], [-0.06, -0.05, 0.00], [0.00, 0.09, -0.07], [0.12, 0.03, -0.03], [0.13, -0.02, 0.00], [-0.02, -0.06, -0.05], [-0.14, 0.06, 0.04], [0.06, 0.08, 0.06], [-0.08, -0.08, 0.12], [0.01, -0.04, -0.06], [-0.05, -0.09, 0.05], [0.09, 0.10, -0.05], [-0.10, 0.15, -0.06], [0.01, 0.03, 0.11]]}


{"formula": "C26H27N5PSn", "method": "the ωB97M-V functional and the def2-TZVPD basis", "total_charge": 3, "orbital_gap_ev": 7.32, "de_lowest_kcal_mol": 0.0, "homo_energy_ev": -16.544, "elements": ["Sn", "C", "N", "C", "C", "N", "N", "C", "N", "N", "H", "H", "H", "H", "H", "H", "H", "H", "H", "H", "H", "C", "C", "C", "C", "C", "C", "P", "C", "C", "C", "C", "C", "C", "C", "C", "C", "C", "C", "C", "C", "C", "C", "C", "H", "H", "H", "H", "H", "H", "H", "H", "H", "H", "H", "H", "H", "H", "H", "H"], "positions_angstrom": [[-0.17467, 0.00032, 0.14600], [0.83032, -0.09184, -4.54888], [0.36162, -1.33896, -3.92216], [0.25224, -2.55948, -4.74234], [0.08085, -1.33223, -2.63438], [0.19568, -0.25626, -1.87388], [-0.36021, -2.54004, -2.08731], [-0.64199, -2.88203, -0.78577], [-0.99160, -4.14184, -0.58253], [-0.56590, -2.01898, 0.21653], [0.98165, -0.27238, -5.60654], [1.78321, 0.22020, -4.11744], [0.08293, 0.69667, -4.43878], [0.54135, -2.31522, -5.75769], [-0.77775, -2.91989, -4.77599], [0.93396, -3.33441, -4.38695], [0.51161, 0.56880, -2.36906], [-0.45013, -3.29265, -2.75311], [-1.02371, -4.82603, -1.32354], [-1.21888, -4.48023, 0.34110], [-0.78425, -2.42893, 1.11701], [-5.62143, 2.72195, 2.20755], [-5.27425, 3.35272, 1.02133], [-4.02370, 3.14005, 0.46119], [-3.12815, 2.28533, 1.10991], [-3.47329, 1.65600, 2.31197], [-4.72428, 1.87548, 2.85442], [-1.48145, 2.10511, 0.49207], [-1.25667, 2.76352, -1.16090], [-2.07267, 2.29778, -2.20062], [-1.91876, 2.81928, -3.47258], [-0.94396, 3.78651, -3.71468], [-0.11663, 4.22688, -2.69143], [-0.27255, 3.72180, -1.40601], [-0.25213, 2.74463, 1.61084], [-0.55107, 3.90419, 2.29672], [0.40511, 4.51921, 3.12219], [1.64570, 3.96336, 3.25112], [1.98394, 2.75676, 2.58782], [3.26048, 2.16875, 2.75385], [3.58809, 0.98412, 2.15492], [2.63573, 0.31823, 1.36551], [1.39295, 0.87901, 1.15530], [1.02714, 2.11897, 1.76155], [-6.59753, 2.89656, 2.64044], [-5.97430, 4.01746, 0.53406], [-3.75079, 3.64573, -0.45510], [-2.76468, 1.01887, 2.83022], [-5.00238, 1.39816, 3.78403], [-2.84272, 1.55744, -2.00941], [-2.56991, 2.49361, -4.27320], [-0.84032, 4.20764, -4.70641], [0.63354, 4.98189, -2.88487], [0.35481, 4.08369, -0.60057], [-1.53225, 4.35491, 2.20063], [0.15231, 5.43109, 3.64482], [2.39212, 4.43639, 3.87757], [3.98383, 2.67699, 3.37969], [4.56850, 0.55117, 2.29690], [2.89846, -0.63797, 0.92908]], "forces_ev_per_angstrom": [[0.06, 0.31, -0.20], [0.00, -0.01, 0.00], [-0.01, -0.01, 0.04], [0.02, 0.00, 0.00], [-0.08, -0.24, 0.06], [-0.04, -0.03, -0.07], [0.03, 0.18, 0.14], [0.05, 0.06, -0.07], [0.02, 0.01, -0.04], [-0.14, -0.26, 0.01], [-0.01, 0.00, -0.01], [0.00, 0.00, 0.00], [0.01, -0.01, -0.01], [0.00, 0.00, -0.01], [0.00, 0.00, -0.01], [-0.01, 0.01, 0.00], [-0.01, -0.03, -0.03], [-0.01, 0.00, -0.02], [0.00, -0.02, 0.00], [-0.01, 0.00, 0.00], [0.02, -0.04, -0.01], [-0.01, 0.01, 0.01], [0.01, 0.00, 0.00], [-0.01, -0.06, 0.01], [-0.09, 0.00, 0.02], [0.01, 0.00, -0.03], [0.01, 0.00, 0.01], [-0.05, 0.02, -0.05], [-0.01, 0.06, -0.01], [0.01, -0.01, 0.02], [0.01, 0.02, 0.00], [0.01, -0.01, -0.02], [-0.02, 0.00, 0.02], [0.03, -0.01, -0.01], [0.00, 0.16, 0.12], [-0.01, -0.05, -0.02], [-0.03, 0.03, 0.00], [0.03, 0.00, 0.00], [-0.05, 0.00, 0.00], [0.03, 0.04, 0.03], [0.01, -0.03, -0.05], [-0.07, 0.08, 0.00], [0.30, -0.08, 0.26], [0.05, -0.09, -0.02], [0.00, -0.01, 0.00], [0.01, 0.00, 0.00], [0.01, 0.00, -0.02], [0.00, -0.01, 0.00], [0.00, 0.00, 0.00], [-0.02, 0.01, 0.01], [-0.01, 0.00, 0.00], [0.00, -0.01, 0.00], [-0.01, 0.00, 0.01], [-0.01, 0.01, -0.01], [0.00, 0.01, -0.01], [0.00, 0.00, 0.00], [0.00, 0.00, -0.01], [-0.01, -0.01, 0.01], [-0.01, -0.01, 0.00], [-0.01, 0.00, 0.00]]}


{"formula": "C6H15N3NbOS", "method": "the ωB97M-V functional and the def2-TZVPD basis", "total_charge": -1, "orbital_gap_ev": 7.72, "homo_energy_ev": -4.689, "elements": ["C", "C", "N", "Nb", "C", "C", "S", "C", "N", "N", "C", "O", "H", "H", "H", "H", "H", "H", "H", "H", "H", "H", "H", "H", "H", "H", "H"], "positions_angstrom": [[4.10217, 1.55140, -0.18476], [3.77494, 0.23747, 0.51549], [2.90535, -0.68518, -0.21487], [0.95092, -0.18730, -0.76238], [-0.19477, -1.43760, 0.80115], [-1.70456, -1.60758, 0.58746], [-2.56666, -0.33161, 1.52304], [-3.86788, 0.09105, 0.48524], [-4.26610, -0.36131, -0.65416], [-5.38971, 0.40112, -0.99835], [-5.55523, 1.22919, -0.03552], [-4.64520, 1.10134, 0.95163], [5.12056, 1.85486, 0.03412], [3.45315, 2.35165, 0.13656], [4.00209, 1.45992, -1.25673], [3.33342, 0.44304, 1.48049], [4.72187, -0.25904, 0.71914], [3.43002, -1.13483, -0.95483], [0.89600, 1.37744, 0.22918], [1.46488, 0.67550, -2.30448], [0.83227, -1.67009, -1.87936], [-0.67737, 0.32637, -1.41485], [0.24652, -2.41899, 0.89070], [-0.01392, -0.87655, 1.71409], [-1.99504, -1.54890, -0.44664], [-2.04843, -2.55803, 0.98053], [-6.30929, 1.97660, 0.05812]], "forces_ev_per_angstrom": [[0.10, 0.08, 0.04], [0.39, -0.47, -0.08], [-0.94, 1.27, -0.56], [1.70, -1.21, 1.68], [-0.79, 0.51, -1.37], [0.32, -0.39, 0.32], [0.15, 0.19, 0.15], [0.05, -0.18, -0.02], [-0.04, -0.10, -0.04], [0.07, 0.15, 0.26], [-0.01, -0.32, -0.42], [-0.13, 0.24, 0.04], [0.30, 0.09, 0.08], [-0.38, 0.21, 0.02], [-0.04, -0.10, -0.33], [-0.22, 0.07, 0.30], [0.23, -0.23, 0.16], [0.08, -0.23, -0.02], [-0.16, 0.44, -0.04], [-0.49, -0.34, -0.09], [-0.26, 0.13, -0.29], [0.04, 0.17, -0.07], [0.36, -0.28, 0.08], [0.27, 0.10, 0.36], [-0.14, 0.19, -0.33], [-0.23, -0.26, 0.08], [-0.25, 0.28, 0.08]]}


no.,energy (Eh)
1,-1564.814467
2,-1835.523914
3,-932.083145